[1]
{"formula": "C40H70Br4N2O28", "method": "the ωB97M-V functional and the def2-TZVPD basis", "species": ["C", "O", "H", "O", "O", "H", "H", "H", "H", "H", "H", "C", "C", "H", "H", "H", "C", "H", "H", "C", "O", "C", "O", "C", "H", "C", "H", "H", "O", "C", "H", "H", "C", "H", "O", "H", "C", "H", "C", "H", "O", "H", "Br", "H", "H", "O", "H", "O", "C", "H", "O", "C", "H", "H", "H", "C", "H", "O", "C", "H", "C", "H", "H", "H", "Br", "H", "O", "H", "H", "H", "C", "H", "C", "O", "C", "H", "C", "H", "C", "O", "N", "O", "H", "H", "H", "C", "H", "O", "O", "H", "H", "C", "H", "H", "H", "C", "H", "C", "O", "O", "H", "H", "C", "C", "O", "O", "H", "Br", "H", "O", "O", "H", "H", "H", "C", "H", "H", "H", "C", "C", "C", "O", "H", "C", "C", "H", "O", "O", "H", "C", "C", "H", "H", "C", "H", "C", "Br", "C", "O", "H", "H", "C", "N", "H"], "coordinates": [[-27.77, -4.39, -23.49], [-25.21, -1.34, -26.86], [-15.68, -0.15, -26.56], [-20.16, -2.71, -24.67], [-20.96, -8.42, -21.29], [-20.61, -1.26, -18.94], [-26.30, -7.32, -23.65], [-26.55, -0.76, -18.66], [-20.46, 2.50, -25.22], [-18.85, -8.20, -26.40], [-27.31, -0.41, -20.25], [-17.11, -4.17, -24.37], [-19.90, -1.62, -19.70], [-19.51, 0.11, -24.18], [-29.38, -5.54, -21.77], [-15.91, -1.68, -25.81], [-22.59, 5.45, -20.72], [-19.68, -0.79, -20.36], [-29.57, -2.23, -20.19], [-22.13, -5.49, -24.36], [-21.10, -4.71, -25.02], [-21.08, 2.58, -24.32], [-18.31, -1.01, -27.78], [-28.56, -2.63, -20.41], [-24.24, -2.10, -28.53], [-21.79, 5.44, -22.00], [-26.19, -9.49, -29.02], [-18.61, -10.55, -21.31], [-18.12, -1.78, -22.17], [-20.50, -2.88, -20.35], [-18.33, -1.40, -25.76], [-18.85, -3.51, -27.42], [-24.48, -3.55, -26.95], [-27.73, -8.98, -27.15], [-18.18, -4.06, -18.10], [-20.81, -8.26, -27.84], [-17.36, -1.59, -28.54], [-17.91, -4.54, -25.01], [-29.15, -3.98, -23.00], [-25.22, -5.82, -16.98], [-19.42, -10.08, -26.04], [-29.00, -4.54, -19.63], [-24.58, -7.40, -18.76], [-25.58, -10.69, -27.90], [-26.03, -5.87, -24.63], [-16.17, -1.62, -27.90], [-26.99, -3.85, -22.94], [-17.55, -2.03, -29.63], [-20.57, -9.68, -20.75], [-23.66, 5.31, -20.94], [-22.13, 4.42, -19.87], [-16.32, -1.04, -26.60], [-29.90, -4.32, -23.72], [-18.44, -4.31, -29.78], [-25.99, -3.85, -18.29], [-28.67, -4.13, -20.59], [-26.71, -9.87, -26.08], [-19.25, -9.03, -22.57], [-21.00, -8.57, -26.81], [-25.03, -4.09, -27.71], [-22.92, 4.26, -18.71], [-21.56, -2.87, -20.13], [-21.81, 3.42, -21.98], [-21.28, 0.10, -24.58], [-21.12, -4.15, -28.17], [-19.25, -5.21, -26.98], [-27.58, -2.32, -19.46], [-22.54, 6.45, -20.26], [-19.06, -5.84, -29.44], [-22.23, 6.21, -22.64], [-25.75, -2.01, -25.82], [-20.68, -0.35, -23.00], [-20.53, 0.34, -23.83], [-20.61, -11.95, -26.42], [-19.73, -8.68, -25.99], [-17.51, -5.85, -22.97], [-25.63, -4.75, -18.77], [-23.94, 3.98, -18.97], [-22.25, -4.78, -23.01], [-17.25, -2.81, -23.98], [-21.93, 4.15, -22.67], [-19.95, -6.91, -22.64], [-20.19, -3.09, -21.36], [-18.01, 0.30, -26.25], [-22.12, 2.38, -24.61], [-24.73, -5.63, -17.93], [-21.43, -10.33, -20.70], [-26.51, -1.56, -25.03], [-24.07, -6.95, -26.79], [-19.78, -8.32, -24.96], [-15.96, -5.00, -22.71], [-25.78, -9.63, -28.02], [-21.74, -6.51, -24.32], [-20.74, 5.67, -21.78], [-16.17, -4.27, -24.92], [-20.97, 3.97, -23.74], [-23.18, -1.76, -27.17], [-17.80, -0.75, -26.45], [-21.81, -3.46, -23.34], [-26.09, -7.89, -26.50], [-28.29, -0.51, -18.75], [-21.69, -5.31, -22.25], [-19.53, -10.18, -21.78], [-26.69, -9.12, -26.88], [-27.63, -5.79, -23.32], [-19.92, -3.92, -19.52], [-25.59, -5.92, -22.89], [-16.77, -5.58, -28.40], [-29.22, -2.90, -22.98], [-25.33, -3.30, -25.82], [-18.71, -2.11, -19.09], [-21.10, 4.69, -24.55], [-19.87, -11.04, -22.36], [-23.56, -4.01, -26.59], [-18.88, -3.43, -18.83], [-20.11, -9.60, -19.77], [-27.66, -4.15, -24.55], [-21.78, -7.93, -26.42], [-18.54, -5.01, -28.96], [-17.73, -2.76, -22.72], [-27.43, -0.93, -19.29], [-20.67, 1.65, -23.35], [-22.48, 3.44, -18.15], [-20.52, -10.77, -26.42], [-19.24, -4.46, -27.76], [-22.88, 5.17, -18.10], [-21.49, -9.92, -26.82], [-17.68, -3.98, -22.15], [-19.94, 4.07, -23.35], [-24.84, -7.83, -27.00], [-26.34, -6.23, -23.64], [-23.31, -4.75, -22.77], [-26.46, -5.37, -19.09], [-20.99, -3.53, -24.41], [-27.63, -4.49, -20.70], [-20.03, -8.01, -22.17], [-24.67, -4.12, -20.35], [-24.17, -2.12, -27.44], [-24.60, -8.86, -27.84], [-23.74, -5.25, -17.73], [-28.28, -2.14, -21.36], [-17.00, -4.89, -23.02], [-29.53, -4.54, -21.70], [-23.02, -5.43, -24.98]], "e_tot_ev": -383094.24246, "gap_ev": 8.53, "homo_ev": -8.54, "lumo_ev": 0.00, "fmax_ha_per_bohr": 0.03885, "total_charge": 0}

[2]
{"formula": "C10H30LiO5S5", "method": "the ωB97M-V functional and the def2-TZVPD basis", "species": ["H", "H", "H", "H", "C", "H", "H", "S", "C", "H", "O", "H", "H", "S", "C", "S", "H", "H", "H", "H", "O", "C", "H", "O", "C", "H", "S", "C", "H", "Li", "H", "H", "H", "H", "H", "C", "C", "H", "H", "H", "S", "C", "H", "H", "H", "C", "H", "H", "O", "O", "H"], "coordinates": [[4.70, 0.65, 1.83], [3.19, -2.53, -0.88], [-1.82, 2.46, -2.32], [2.94, 3.08, -2.14], [3.87, -1.73, -0.73], [-1.04, 0.16, 4.48], [0.01, -2.33, 1.31], [-2.37, -0.59, 2.49], [4.59, 0.34, 0.90], [-2.24, 0.76, -4.29], [-1.17, -0.43, 1.61], [2.61, 1.71, -1.38], [-1.29, -2.28, 3.82], [-0.15, -2.43, -0.96], [-2.01, 0.27, 3.92], [3.58, -1.14, 0.98], [-3.71, -0.53, -4.25], [1.21, 4.56, -0.03], [0.32, -4.00, 0.95], [-3.09, -2.49, 3.96], [0.19, 1.71, -0.23], [-2.51, 1.71, -1.63], [2.89, 2.93, -0.30], [0.06, -0.90, -0.73], [0.49, 4.26, -0.73], [1.55, -2.69, 0.58], [0.69, 2.61, -1.39], [-2.13, -2.20, 3.26], [-2.04, -1.96, 0.25], [0.34, -0.25, 0.33], [4.83, -2.00, -0.66], [5.49, 0.20, 0.51], [-2.79, -0.02, 4.67], [-2.80, 2.27, -0.78], [-2.03, 1.25, 3.64], [-2.97, 0.13, -3.65], [-1.83, -2.73, -0.49], [-1.96, -3.90, -0.26], [4.12, 1.08, 0.14], [-1.88, 0.91, -1.12], [-3.96, 0.99, -2.43], [0.47, -3.05, 0.61], [-2.03, -3.16, 2.64], [-0.59, 4.28, -0.60], [-2.44, -0.64, -3.14], [2.47, 2.56, -1.36], [4.15, -1.00, -1.33], [-2.03, -2.59, -1.41], [-4.50, 2.15, -3.23], [2.13, -0.67, 1.08], [0.53, 5.21, -1.50]], "e_above_lowest_kj_mol": 495.00, "e_tot_ev": -75459.01542, "gap_ev": 8.86, "homo_ev": -10.87, "lumo_ev": -2.02, "fmax_ha_per_bohr": 0.32693, "total_charge": 1}

[3]
{"formula": "C10H7N3O4", "method": "the ωB97M-V functional and the def2-TZVPD basis", "species": ["C", "C", "C", "N", "H", "C", "C", "H", "C", "N", "H", "H", "C", "H", "O", "O", "N", "O", "H", "O", "H", "C", "C", "C"], "coordinates": [[-2.14, -0.51, -1.07], [-1.47, -1.80, -0.86], [-3.19, -0.83, -2.00], [-1.79, 0.71, -0.61], [-0.14, -3.27, 0.10], [2.02, 1.33, 1.05], [-0.32, -2.17, 0.05], [0.59, -1.74, -0.40], [0.87, 1.19, 1.86], [3.31, 1.43, 1.60], [2.65, 1.41, -1.03], [-0.49, -1.74, 1.05], [-0.58, 1.00, -0.04], [0.99, 1.25, 2.95], [-3.07, -2.14, -2.34], [4.24, 1.91, 0.92], [-1.98, -2.68, -1.62], [-3.99, 0.00, -2.46], [0.41, 1.13, -1.97], [3.44, 1.09, 2.77], [-1.29, 0.87, 1.98], [1.81, 1.34, -0.36], [0.52, 1.20, -0.88], [-0.41, 1.03, 1.33]], "e_above_lowest_kj_mol": 0.00, "e_tot_ev": -23138.30815, "gap_ev": 7.64, "homo_ev": -9.86, "lumo_ev": -2.22, "fmax_ha_per_bohr": 0.12409, "total_charge": 0}

[4]
{"formula": "C3H5NO2", "method": "the ωB97M-V functional and the def2-TZVPD basis", "species": ["N", "O", "C", "H", "O", "C", "C", "H", "H", "H", "H"], "coordinates": [[0.96, 0.98, -0.02], [-2.28, -0.47, -0.17], [-0.13, 0.11, 0.12], [2.94, 1.20, -0.36], [0.15, -1.22, 0.28], [-1.43, 0.60, -0.20], [2.11, 0.50, -0.25], [-3.18, -0.14, -0.27], [-0.68, -1.71, 0.17], [2.32, -0.56, -0.35], [-0.79, 0.71, 1.05]], "e_above_lowest_kj_mol": 442.11, "e_tot_ev": -8773.11260, "gap_ev": 9.67, "homo_ev": -9.07, "lumo_ev": 0.61, "fmax_ha_per_bohr": 0.00614, "total_charge": 0}

[5]
{"formula": "C5H9N", "method": "the ωB97M-V functional and the def2-TZVPD basis", "species": ["H", "C", "C", "C", "H", "H", "H", "N", "H", "H", "C", "C", "H", "H", "H"], "coordinates": [[-2.19, -1.01, 2.53], [0.06, 0.65, -0.18], [-0.97, -0.13, -0.57], [1.24, 0.92, -1.03], [-3.00, -0.38, 0.54], [-0.41, -0.91, 2.08], [2.19, -0.84, -0.14], [2.33, 0.06, -0.41], [3.16, 0.14, -0.88], [0.23, 0.87, 0.99], [-1.46, -0.96, 1.73], [-1.87, -0.54, 0.50], [1.09, 0.63, -2.11], [1.58, 1.91, -1.21], [-0.93, -0.44, -1.62]], "e_above_lowest_kj_mol": 252.36, "e_tot_ev": -6818.37942, "gap_ev": 10.05, "homo_ev": -8.95, "lumo_ev": 1.10, "fmax_ha_per_bohr": 0.08834, "total_charge": 0}

[6]
{"formula": "C33H32BF5O2S", "method": "the ωB97M-V functional and the def2-TZVPD basis", "species": ["H", "H", "H", "H", "H", "H", "C", "C", "H", "C", "C", "C", "C", "H", "H", "H", "H", "H", "H", "C", "C", "C", "F", "H", "H", "H", "H", "C", "F", "C", "H", "H", "C", "C", "C", "O", "H", "C", "C", "H", "C", "H", "O", "H", "C", "C", "S", "C", "F", "H", "C", "C", "C", "C", "H", "H", "C", "H", "F", "B", "H", "H", "C", "C", "C", "C", "C", "H", "C", "C", "H", "H", "C", "F"], "coordinates": [[2.10, -1.35, 1.30], [1.17, 0.59, 6.11], [3.95, -7.85, 5.68], [2.49, -2.86, 6.52], [2.94, -1.45, 7.50], [-1.39, -4.79, 2.52], [2.25, 0.51, 5.88], [-1.81, -5.90, 0.72], [5.35, -0.39, 6.17], [1.20, -3.70, 0.24], [-1.93, -6.92, -1.56], [-1.19, 0.59, 2.01], [0.00, -0.22, 2.14], [0.29, -3.16, -0.02], [3.76, -3.37, 5.04], [-2.53, -1.01, 1.40], [0.27, -8.22, -0.68], [3.57, -3.95, 2.67], [2.81, 0.80, 6.78], [1.71, -4.64, -0.64], [3.08, -4.13, 1.72], [-0.09, -7.48, 0.03], [0.99, -4.93, -1.78], [4.77, 0.82, 5.00], [5.30, -2.83, 4.34], [4.47, -5.64, 1.06], [-0.61, -2.27, 1.72], [-3.49, 2.25, 1.95], [-2.99, -7.80, -1.57], [4.51, -2.57, 5.06], [1.24, -1.70, 7.03], [3.26, -7.00, 7.10], [-2.45, 0.05, 1.64], [0.15, -6.25, 2.10], [-3.56, 0.89, 1.66], [1.61, -1.25, 4.44], [-4.38, 2.86, 1.99], [5.05, -0.23, 5.13], [3.94, -1.18, 4.78], [1.58, -7.68, 1.30], [0.62, -7.18, 1.17], [0.89, 0.36, 2.44], [3.66, -1.01, 3.37], [4.48, -6.22, 6.05], [3.61, -6.88, 6.07], [2.91, -5.31, -0.40], [2.44, -6.82, 3.53], [0.52, -5.38, 4.48], [-2.41, -5.73, -2.04], [-0.12, 2.42, 2.46], [-2.23, 2.80, 2.21], [2.28, -1.80, 6.69], [1.58, -2.06, 2.03], [-1.27, -6.78, -0.22], [2.47, 1.22, 5.08], [1.32, -5.24, 6.57], [2.54, -0.93, 5.47], [-0.40, -4.81, 4.58], [-4.80, 0.35, 1.42], [2.31, -1.20, 3.24], [5.91, -0.45, 4.48], [-2.13, 3.87, 2.40], [1.42, -5.62, 5.56], [2.51, -6.40, 5.21], [0.18, -1.56, 1.94], [3.56, -5.08, 0.82], [0.90, -6.04, 3.32], [4.97, -2.55, 6.06], [-1.10, 2.00, 2.24], [-1.06, -5.57, 1.84], [3.31, -5.98, -1.17], [-2.80, -5.45, 0.57], [1.94, -3.38, 1.39], [-1.05, -7.39, -2.50]], "e_above_lowest_kj_mol": 25.12, "e_tot_ev": -63936.31300, "gap_ev": 7.97, "homo_ev": -7.93, "lumo_ev": 0.04, "fmax_ha_per_bohr": 0.08776, "total_charge": 0}

> Which formula does entry 3 have?

C10H7N3O4